Record 1
The following is a quantum chemistry calculation of 20 unconnected molecules or ions with the total composition C33H47Cl57N6O5P3, from OMol25.

## Properties
Charge: +1
F_max, eV/Å: 2.44
HOMO energy, Eh: -0.40090
Frontier orbital gap, eV: 7.03

The geometry in XYZ format:
```
151
Properties=species:S:1:pos:R:3:forces:R:3
C -1.313 1.969 -3.289 -0.41 0.30 0.16
C -2.343 0.986 -2.695 0.73 -0.32 -0.85
N -2.108 0.879 -1.237 -0.52 0.56 0.26
N -2.600 -0.310 -0.662 0.03 -0.55 -0.03
P -4.302 -0.790 -1.086 -2.18 1.09 -0.17
N -5.222 0.479 -1.035 0.45 -0.64 -0.48
C -1.832 -1.000 0.119 -0.23 -0.36 -0.03
N -2.400 -2.198 0.639 1.78 0.79 -0.21
C -2.678 -2.122 2.101 -1.55 -0.45 0.88
C -4.182 -2.415 2.380 0.22 -0.28 0.36
C -4.629 -3.753 1.820 -0.21 -0.66 -0.57
N -4.921 -4.827 2.729 0.13 0.42 -0.02
O -4.780 -3.900 0.630 -0.21 0.59 -0.07
P -1.406 -3.569 0.289 -0.61 -1.70 -0.39
O -2.009 -4.843 0.708 -0.05 0.24 0.45
N -0.495 -0.660 0.415 0.14 0.75 -0.82
C -0.332 0.617 1.196 0.10 0.34 0.93
C 0.885 0.637 2.109 -0.16 0.09 0.29
C 2.113 0.052 1.831 0.22 -0.21 -0.38
C 3.202 0.161 2.689 -0.44 0.23 -0.07
C 3.096 0.886 3.873 0.37 -0.42 -0.05
C 4.296 1.049 4.777 -0.61 0.65 -0.51
C 1.859 1.455 4.164 0.16 0.13 0.21
C 0.774 1.343 3.309 -0.06 -0.37 0.08
P 0.480 -0.759 -1.004 -0.06 -0.46 -1.55
O -0.298 -1.034 -2.220 -0.77 -0.39 0.57
O 1.502 -1.991 -0.789 -0.23 0.99 0.59
O 1.327 0.574 -1.094 -0.07 -1.17 0.82
H -0.568 2.262 -2.545 -0.08 -0.07 -0.07
H -1.833 2.867 -3.632 0.19 0.03 0.06
H -0.785 1.559 -4.148 -0.06 -0.12 0.09
H -3.353 1.315 -2.949 -0.01 -0.07 0.29
H -2.162 0.007 -3.142 -0.08 0.03 0.21
H -2.665 1.619 -0.801 0.12 -0.05 0.17
H -4.247 -1.328 -2.385 0.66 -0.39 0.30
H -4.718 -1.793 -0.204 0.84 -0.14 -0.01
H -5.585 0.596 -1.980 0.01 0.53 0.12
H -2.125 -2.879 2.667 0.30 0.16 -0.26
H -2.469 -1.146 2.544 0.30 0.01 -0.35
H -4.830 -1.641 1.962 0.21 -0.30 -0.08
H -4.351 -2.424 3.460 0.19 0.10 -0.08
H -4.265 -5.580 2.522 0.17 0.09 0.11
H -5.815 -5.200 2.409 0.08 -0.05 0.15
H -1.279 -3.530 -1.122 0.20 0.64 0.23
H -0.124 -3.401 0.849 -0.13 0.50 -0.06
H -0.348 1.495 0.544 0.12 -0.24 -0.17
H -1.214 0.715 1.840 0.05 -0.10 -0.12
H 2.281 -0.498 0.914 -0.06 -0.04 0.16
H 4.135 -0.309 2.404 0.02 -0.01 0.08
H 3.984 1.144 5.818 0.18 -0.29 0.00
H 4.790 1.996 4.520 -0.51 -0.73 0.09
H 5.033 0.269 4.609 -0.06 -0.21 0.24
H 1.759 2.007 5.095 -0.10 -0.03 -0.07
H -0.146 1.859 3.601 0.35 -1.17 -0.39
H 1.032 -2.775 -1.103 0.35 -0.16 -0.25
H 2.119 0.359 -1.622 0.09 0.37 -0.01
C -1.332 5.161 3.978 0.07 0.07 0.02
Cl -2.674 4.691 5.017 0.12 0.04 0.03
Cl -0.097 3.906 3.917 -0.16 1.21 0.34
Cl -1.874 5.471 2.334 -0.14 0.30 -0.12
H -0.893 6.066 4.377 -0.03 0.02 -0.03
C -5.426 2.399 2.095 0.01 -0.01 -0.03
Cl -4.132 3.143 1.158 0.06 0.00 -0.04
Cl -5.248 0.637 2.085 -0.02 0.19 0.31
Cl -5.441 3.011 3.740 -0.01 -0.16 0.00
H -6.370 2.650 1.625 0.02 -0.05 -0.05
C 1.631 -0.103 -5.159 -0.03 -0.10 -0.08
Cl 2.257 -1.011 -3.778 0.09 -0.12 -0.38
Cl 2.033 1.615 -5.007 0.00 -0.02 0.00
Cl 2.246 -0.761 -6.665 0.17 -0.13 0.36
H 0.547 -0.200 -5.168 0.36 0.03 0.16
C 3.938 -5.254 3.731 0.09 0.05 -0.24
Cl 2.463 -4.589 4.447 0.04 0.03 0.05
Cl 3.681 -6.919 3.221 0.02 0.02 0.04
Cl 4.481 -4.262 2.367 -0.11 -0.11 0.22
H 4.710 -5.249 4.495 -0.25 0.07 -0.33
C -1.857 -2.145 -6.382 0.18 -0.21 -0.14
Cl -1.205 -3.031 -4.999 -0.04 0.05 0.03
Cl -1.511 -0.416 -6.215 -0.46 0.15 -0.07
Cl -1.188 -2.744 -7.889 -0.09 -0.01 0.04
H -2.930 -2.281 -6.398 0.00 0.07 0.02
C 6.775 3.970 4.863 0.28 0.04 0.21
Cl 5.291 3.860 5.815 0.17 0.59 0.25
Cl 8.188 4.017 5.913 -0.11 -0.09 -0.02
Cl 6.883 2.624 3.721 0.47 0.26 -0.26
H 6.744 4.896 4.290 0.16 -0.38 0.39
C 1.787 0.837 -10.143 -0.01 -0.01 -0.12
Cl 0.491 0.204 -9.122 -0.24 0.14 -0.31
Cl 3.107 -0.331 -10.257 0.00 0.02 0.04
Cl 1.170 1.244 -11.741 0.39 0.14 0.15
H 2.171 1.738 -9.684 0.00 -0.03 0.02
C 4.197 7.130 2.830 -0.19 -0.05 -0.10
Cl 2.729 6.789 3.748 0.04 -0.01 0.02
Cl 5.270 5.721 2.843 -0.28 0.29 -0.41
Cl 3.807 7.588 1.175 0.10 0.59 0.25
H 4.712 7.955 3.304 0.03 -0.03 0.00
C 5.138 1.409 -2.404 0.27 -0.01 -0.15
Cl 6.578 2.060 -3.183 -0.03 0.02 -0.05
Cl 5.106 -0.355 -2.567 0.27 0.26 0.40
Cl 5.058 1.954 -0.729 0.06 -0.48 -0.03
H 4.272 1.801 -2.921 -0.02 0.01 -0.04
C -8.411 -6.455 4.703 0.17 0.04 0.15
Cl -8.405 -5.337 6.062 0.13 0.15 -0.23
Cl -8.233 -5.583 3.173 -0.22 -0.02 -0.07
Cl -7.138 -7.663 4.879 -0.04 -0.01 -0.02
H -9.365 -6.967 4.687 0.00 0.02 -0.05
C 3.825 -6.686 7.390 -0.05 -0.13 0.09
Cl 5.239 -5.945 6.619 0.16 -0.08 0.39
Cl 3.631 -8.354 6.860 0.00 0.06 -0.02
Cl 3.961 -6.595 9.143 0.00 0.04 -0.05
H 2.948 -6.128 7.086 0.03 0.02 -0.03
C 2.096 4.628 -0.993 0.19 -0.15 0.32
Cl 0.659 4.532 0.022 -0.22 -0.01 -0.03
Cl 3.521 4.726 0.036 -0.18 -0.27 -0.32
Cl 2.178 3.240 -2.089 -0.11 0.37 -0.18
H 2.031 5.524 -1.598 0.03 0.00 0.01
C -10.689 -6.495 9.634 0.08 -0.02 0.04
Cl -10.095 -7.404 11.022 -0.04 0.01 -0.03
Cl -10.213 -4.798 9.748 -0.03 0.00 -0.02
Cl -10.104 -7.201 8.126 -0.17 -0.18 0.19
H -11.770 -6.543 9.634 0.01 0.01 -0.01
C -7.221 5.674 0.426 0.07 0.02 0.04
Cl -7.339 4.169 -0.496 -0.03 0.01 0.00
Cl -7.402 5.362 2.155 -0.03 0.04 -0.13
Cl -5.694 6.490 0.093 -0.04 0.00 0.00
H -8.028 6.324 0.113 0.00 -0.02 0.00
C 11.413 6.630 5.225 0.06 -0.11 -0.06
Cl 11.534 5.200 6.254 0.00 0.06 0.01
Cl 12.831 6.772 4.190 -0.03 0.03 0.03
Cl 9.937 6.583 4.254 0.03 0.11 -0.03
H 11.369 7.503 5.863 -0.02 -0.01 0.00
C -2.554 0.333 -13.871 0.01 0.04 0.02
Cl -1.430 0.409 -15.228 -0.02 -0.02 0.02
Cl -1.680 0.101 -12.355 -0.36 -0.13 -0.12
Cl -3.548 1.790 -13.801 -0.01 -0.04 0.00
H -3.208 -0.515 -14.020 0.00 0.01 -0.01
C 7.247 -3.766 -0.250 0.05 -0.09 -0.11
Cl 7.120 -5.490 -0.596 -0.01 0.03 0.05
Cl 8.327 -2.973 -1.395 -0.02 0.02 0.04
Cl 5.650 -3.008 -0.274 0.02 0.12 -0.11
H 7.660 -3.650 0.744 -0.03 0.01 0.00
C -1.823 5.796 -5.136 -0.05 -0.11 0.04
Cl -3.349 5.690 -4.252 0.04 0.01 -0.01
Cl -0.455 5.757 -4.019 0.03 0.00 0.01
Cl -1.696 4.494 -6.320 0.01 0.03 -0.01
H -1.802 6.739 -5.665 0.00 -0.01 0.01
C 1.960 -5.289 -8.650 -0.09 0.00 -0.02
Cl 1.848 -3.707 -9.426 0.06 0.01 0.01
Cl 1.384 -5.212 -6.981 0.06 0.00 0.01
Cl 1.061 -6.499 -9.564 0.03 0.02 0.02
H 3.001 -5.583 -8.632 -0.01 0.01 0.00
```
Positions in Å, forces in eV/Å.

Löwdin population analysis, charges in e, atoms 1 to 5: -0.07, -0.25, 0.00, -0.09, 0.85

=====

Record 2
The following is a quantum chemistry calculation of a molecular structure, C33H48AuBF3N2P2, from OMol25.

## Properties
Charge: +1
F_max, eV/Å: 0.99
HOMO energy, Eh: -0.39504
Frontier orbital gap, eV: 7.80

The geometry in XYZ format:
```
90
Properties=species:S:1:pos:R:3:forces:R:3
Au 0.194 -0.056 0.210 0.71 -0.60 0.33
C -2.604 2.205 0.676 -0.04 0.03 0.04
C -1.429 3.004 1.251 0.12 -0.07 -0.38
C -1.939 3.839 2.429 -0.02 0.05 -0.02
C -0.890 3.922 0.143 0.00 0.03 0.04
P -0.099 1.780 1.714 0.22 -0.06 0.65
C -0.760 0.961 3.256 -0.14 0.07 -0.03
N -1.392 -0.252 2.803 -0.16 0.02 0.06
B -1.226 -0.769 1.503 -0.21 0.05 -0.10
N -1.859 -2.030 1.440 -0.26 0.07 0.03
C -1.729 -2.919 0.318 0.09 -0.02 0.05
P -0.618 -2.019 -0.876 -0.41 -0.26 0.04
C -1.755 -1.433 -2.229 0.21 0.10 -0.17
C -1.035 -0.308 -2.991 -0.01 -0.02 0.02
C -3.023 -0.863 -1.579 -0.04 -0.06 -0.01
C -2.151 -2.546 -3.199 -0.01 0.01 -0.05
C 0.636 -3.283 -1.373 0.26 0.22 -0.03
C 1.479 -3.542 -0.110 -0.08 -0.05 0.01
C 1.539 -2.693 -2.466 -0.07 -0.02 -0.02
C 0.013 -4.601 -1.841 0.02 -0.05 -0.01
C -2.458 -2.265 2.689 0.09 0.01 -0.11
C -3.206 -3.334 3.142 -0.04 -0.01 0.06
C -3.668 -3.290 4.454 0.00 -0.02 -0.05
C -3.382 -2.212 5.284 0.03 0.05 0.00
C -2.624 -1.134 4.833 -0.06 -0.05 0.04
C -2.170 -1.170 3.529 0.15 0.06 -0.04
C 1.519 2.562 2.215 0.00 0.15 -0.26
C 2.274 2.988 0.943 -0.06 0.08 0.03
C 1.338 3.780 3.122 0.02 -0.05 0.11
C 2.347 1.495 2.947 0.01 0.01 0.01
H -3.412 2.902 0.439 0.01 -0.01 0.01
H -2.994 1.467 1.381 0.01 0.01 0.00
H -2.319 1.693 -0.242 0.00 0.02 -0.04
H -2.568 4.633 2.018 -0.01 -0.01 0.03
H -1.150 4.314 3.004 -0.02 0.01 0.00
H -2.564 3.257 3.107 0.01 -0.02 -0.01
H -1.725 4.475 -0.294 0.00 0.00 0.03
H -0.410 3.357 -0.660 -0.01 0.00 0.00
H -0.175 4.651 0.526 -0.03 -0.01 -0.01
H -1.468 1.607 3.775 0.02 0.10 -0.03
H 0.069 0.767 3.936 0.01 -0.09 0.02
H -2.681 -3.165 -0.158 -0.02 0.04 0.02
H -1.262 -3.860 0.613 0.05 0.00 0.01
H -0.781 0.526 -2.330 -0.03 0.01 -0.02
H -1.697 0.075 -3.770 0.00 -0.02 0.01
H -0.116 -0.648 -3.468 0.00 0.00 0.03
H -2.808 -0.251 -0.706 0.00 0.02 0.02
H -3.719 -1.648 -1.282 0.02 0.01 0.00
H -3.531 -0.233 -2.313 -0.01 -0.03 0.01
H -1.314 -2.862 -3.821 -0.01 0.00 0.01
H -2.928 -2.162 -3.865 0.01 0.00 0.01
H -2.559 -3.420 -2.688 -0.01 0.02 0.00
H 1.889 -2.622 0.304 0.04 0.01 -0.03
H 2.315 -4.187 -0.392 -0.02 -0.01 0.02
H 0.913 -4.061 0.667 0.00 0.00 -0.02
H 1.948 -1.726 -2.172 0.01 -0.04 -0.01
H 1.011 -2.587 -3.416 0.00 -0.03 0.02
H 2.380 -3.371 -2.631 -0.03 -0.02 -0.01
H -0.704 -5.011 -1.128 0.02 0.00 0.00
H 0.822 -5.328 -1.940 -0.02 -0.01 0.00
H -0.473 -4.517 -2.808 0.02 -0.01 0.00
H -3.432 -4.176 2.499 0.01 0.02 0.01
H -4.261 -4.111 4.834 0.02 0.01 0.00
H -3.752 -2.210 6.300 0.00 0.00 -0.01
H -2.399 -0.300 5.486 0.00 -0.01 -0.01
H 1.724 3.728 0.361 0.06 -0.02 0.04
H 2.500 2.137 0.307 0.01 -0.01 -0.01
H 3.219 3.446 1.246 -0.03 -0.01 0.02
H 0.852 4.611 2.611 0.04 -0.01 -0.01
H 2.329 4.121 3.429 -0.02 -0.01 0.01
H 0.779 3.544 4.031 -0.01 0.01 -0.01
H 2.311 0.520 2.457 0.01 0.00 -0.05
H 2.045 1.387 3.989 0.00 -0.01 -0.01
H 3.391 1.816 2.943 -0.02 -0.01 0.01
F 9.430 -2.514 0.313 0.02 0.05 0.01
C 9.068 -1.236 0.492 -0.01 0.00 -0.03
F 9.436 -0.883 1.739 0.01 -0.02 -0.04
F 9.797 -0.486 -0.354 -0.01 -0.03 0.03
C 7.594 -1.027 0.281 -0.01 0.02 0.03
C 6.747 -2.098 0.055 -0.03 -0.02 -0.02
C 5.387 -1.877 -0.104 0.00 -0.04 0.00
C 4.867 -0.586 -0.033 -0.04 0.06 0.07
C 5.737 0.488 0.182 -0.03 0.00 -0.02
C 7.092 0.268 0.339 0.00 0.02 -0.02
C 3.451 -0.356 -0.149 -0.04 0.00 -0.18
C 2.257 -0.154 -0.249 -0.26 0.39 -0.18
H 7.146 -3.100 0.000 -0.01 0.00 0.01
H 4.720 -2.710 -0.280 0.01 0.01 0.01
H 5.338 1.493 0.218 0.01 -0.01 0.02
H 7.765 1.100 0.504 -0.01 -0.01 0.00
```
Positions in Å, forces in eV/Å.

Löwdin population analysis, charges in e, atoms 1 to 5: 0.89, -0.10, -0.67, -0.07, -0.08

=====

What is the charge in the first record? +1